Computed, not measured: a cluster of 8 separate species, C39H79Cl14F2NO4 in total, with ωB97M-V with the def2-TZVPD basis set.

```
139
Properties=species:S:1:pos:R:3:forces:R:3
C -2.69366 5.42763 -5.64177 0.1405 0.3174 -0.0817
C -1.72509 5.44894 -6.89746 -0.2106 -0.9868 0.7680
C -0.37816 4.76753 -6.45973 -0.2088 0.2385 0.6285
C -0.64038 3.28361 -5.91975 0.5322 0.4123 -1.0798
C 0.39246 2.25290 -6.53391 0.2697 0.9990 -0.1024
C 1.64325 1.99386 -5.63208 -0.1251 -1.0356 0.0719
C 1.37247 0.90203 -4.52620 -0.5524 0.8635 -2.7869
F 0.40500 1.42089 -3.67379 0.7628 -0.3730 0.2716
O 2.59607 0.55078 -3.97422 -1.1659 0.1361 0.8070
C 2.59170 -0.08492 -2.69972 1.8000 -0.8973 1.9195
C 4.12308 -0.53051 -2.56913 0.1363 1.0222 0.0176
C 4.45656 -1.41349 -1.32530 0.1001 -0.4535 -0.1419
C 4.61252 -2.94246 -1.68382 -0.6094 -0.1323 -0.2893
C 3.61768 -3.89404 -0.92949 0.5248 -0.3722 0.2906
C 3.56473 -3.68846 0.62722 -0.7976 -0.6510 -0.2381
C 2.23816 -4.31260 1.23284 1.0737 0.5383 1.1448
C 2.34040 -4.30532 2.80075 -1.0846 0.4213 -0.0412
C 0.94857 -4.55006 3.49260 0.2406 -0.7847 -0.1404
O -0.04449 -3.61782 3.04285 0.2519 -0.3803 0.5656
C -0.72896 -3.03405 4.15069 -0.1947 0.7231 -0.4912
C 1.75358 -1.39204 -2.57200 -0.2387 -0.3101 0.1801
O 0.32641 -1.23290 -2.68390 0.6120 -0.7159 -1.5319
C -0.13438 -2.10915 -3.72429 -0.7818 -0.4573 -0.2046
C 2.39675 0.93194 -1.49324 -0.7375 1.5182 -1.3769
C 2.67970 2.42651 -1.94021 1.3897 -0.3617 0.6432
N 3.15539 3.18676 -0.73677 -1.2538 -0.3855 -0.6433
C 2.00579 3.91639 -0.15864 0.4955 1.2346 0.3074
O 1.05996 0.91736 -0.95639 0.5416 -1.0009 0.8769
C 1.15147 0.44320 0.38837 -0.6158 0.7567 1.0639
C -0.24837 0.21537 1.05096 0.4133 -1.1255 -0.6750
C -0.86371 -1.13126 0.53788 0.4425 0.5650 -0.1177
F 0.01317 0.03375 2.43345 -0.0123 0.3741 -0.4903
H -2.10431 5.44456 -4.68910 -0.4271 -0.0068 -0.7527
H -3.35894 6.32110 -5.61472 0.3702 -0.6406 -0.1373
H -3.33587 4.51538 -5.63306 0.5191 0.7674 0.0303
H -2.18863 4.79909 -7.68381 0.3557 0.7303 0.3967
H -1.61028 6.48229 -7.28681 0.1218 -0.6933 0.2521
H 0.41421 4.78727 -7.24587 -0.7277 -0.0815 0.3617
H 0.02360 5.37677 -5.60434 -0.2008 -0.4367 -0.7510
H -0.55475 3.33867 -4.81384 -0.4063 -0.4824 -0.7435
H -1.65488 2.98143 -6.27961 0.8242 0.2930 0.7207
H 0.77825 2.74330 -7.46829 -0.3272 -0.5646 0.6767
H -0.10065 1.31132 -6.89273 0.4435 0.5989 0.6514
H 2.45023 1.56093 -6.27319 -0.4276 0.4383 0.5391
H 2.01830 2.93347 -5.15118 -0.3368 -0.7495 -0.3866
H 0.90126 0.03220 -5.05656 0.2409 0.4572 0.7665
H 4.45250 -0.95570 -3.55277 -0.3416 0.0455 0.9302
H 4.69048 0.43524 -2.47776 -0.4777 -0.7409 -0.1475
H 5.39375 -1.08432 -0.80919 -0.7726 -0.0249 -0.5664
H 3.63755 -1.26757 -0.57587 0.7502 -0.2411 -0.5596
H 5.65818 -3.30988 -1.52912 -0.7859 0.4533 0.0945
H 4.43053 -3.05947 -2.78624 0.1575 0.0319 0.8999
H 2.58608 -3.89676 -1.36106 0.9003 0.3247 0.2897
H 3.99164 -4.94141 -1.09438 -0.4175 0.7838 0.1005
H 4.47568 -4.16953 1.05482 -0.6364 0.3154 -0.0653
H 3.56774 -2.62424 0.95679 0.1235 -0.6091 -0.4396
H 1.38204 -3.64640 0.98453 0.6771 -0.6751 0.0367
H 2.06830 -5.34969 0.86612 -0.0059 0.7079 0.0871
H 3.02879 -5.09446 3.18190 -0.2256 0.7244 -0.2984
H 2.67758 -3.27426 3.08891 0.0259 -0.9354 0.0009
H 1.00232 -4.52281 4.61987 -0.0339 0.0388 -1.6047
H 0.64991 -5.60380 3.22867 -0.0706 0.7821 0.1079
H -1.30561 -2.16480 3.74694 0.4388 -0.7141 0.3461
H -1.45050 -3.73060 4.64658 0.7093 0.3891 -0.2594
H 0.03274 -2.62597 4.85719 -0.6991 -0.2889 -0.1366
H 2.15154 -2.11109 -3.34152 -0.4393 0.6434 0.4618
H 1.89711 -1.92316 -1.59322 0.3329 0.8889 -0.6656
H -1.19875 -1.88733 -3.99123 0.8284 0.0813 0.4974
H 0.45572 -2.00558 -4.66639 -0.2441 0.0041 0.6401
H -0.10208 -3.18328 -3.40128 0.0809 0.8518 -0.2519
H 3.09810 0.74752 -0.65250 -0.2266 -0.1294 -0.8225
H 3.54052 2.45070 -2.65590 -0.9505 -0.1561 0.2757
H 1.77590 2.92121 -2.36086 0.5747 -0.6354 -0.0210
H 3.86392 3.85148 -1.04158 -0.3223 -0.0977 0.2027
H 2.29221 4.24148 0.87100 -0.4827 -0.2148 -0.6635
H 1.06516 3.32917 -0.13554 0.8498 0.0599 0.0282
H 1.78930 4.84613 -0.75944 -0.0140 -0.6939 0.5217
H 1.70277 -0.53108 0.47798 -0.2936 0.7636 -0.1480
H 1.67473 1.24168 0.98423 -0.2189 -0.8356 -0.2496
H -0.91276 1.09824 0.93925 0.3920 -0.5525 0.0955
H -0.02692 -1.73085 0.09770 -0.8990 0.3586 0.3487
H -1.29555 -1.70918 1.38847 0.1724 0.5287 -0.7072
H -1.60567 -0.92911 -0.26542 0.4372 -0.2992 0.5651
Cl -2.66395 -1.50944 6.26350 -0.0929 -0.0201 -0.0474
C -4.22635 -1.35955 5.42077 -0.1510 0.1131 -0.1204
C -5.15690 -2.50622 5.74121 -0.1005 0.1422 0.0837
Cl -4.58476 -4.04824 5.05411 0.0371 -0.0326 0.0065
H -4.02849 -1.28954 4.35160 0.0458 -0.1007 0.0635
H -4.67371 -0.41982 5.74698 -0.0338 -0.0816 0.0682
H -6.14012 -2.31372 5.31202 0.0730 0.0320 -0.0401
H -5.27245 -2.63757 6.81621 0.1087 -0.0016 -0.0540
Cl -3.91395 -0.92067 9.61849 -0.0579 -0.0274 0.0359
C -3.49541 0.67369 8.94362 0.0852 0.1924 -0.0200
C -4.63626 1.65853 9.05827 0.1720 0.0770 0.1319
Cl -6.00398 1.22624 7.99924 -0.0432 -0.0400 -0.0188
H -3.19136 0.53147 7.90796 -0.0543 -0.0752 0.0676
H -2.63432 1.03875 9.50410 -0.0662 0.0235 0.0112
H -4.29998 2.64917 8.75255 0.0271 -0.0742 -0.0498
H -5.00827 1.72395 10.07960 -0.0417 -0.0934 -0.0831
Cl 1.22625 0.15473 10.93702 0.0188 0.0501 -0.0472
C -0.00580 -1.10635 11.19884 -0.1679 -0.1338 0.0458
C 0.09072 -2.21776 10.17956 0.0330 -0.0852 0.2564
Cl -0.37149 -1.67142 8.54745 0.0703 0.0965 0.0358
H -0.98581 -0.63112 11.17951 0.0684 0.0010 -0.0736
H 0.15963 -1.50851 12.19826 0.0456 -0.0338 -0.0713
H -0.59115 -3.02480 10.44793 -0.0480 0.0894 -0.0013
H 1.09884 -2.62673 10.12582 -0.1406 0.1347 -0.0143
Cl -1.42168 9.31804 -5.99425 0.0119 -0.0518 0.0023
C -1.14233 10.51955 -7.27873 0.0221 0.1489 -0.0579
C -2.15498 10.40565 -8.39555 -0.0097 0.1479 0.0173
Cl -1.95531 8.90356 -9.33249 -0.0161 -0.0281 0.0235
H -0.12548 10.39073 -7.64644 -0.0843 -0.0904 -0.0039
H -1.21528 11.50291 -6.81396 -0.0716 -0.0368 -0.0344
H -2.02874 11.23338 -9.09352 0.0670 -0.0314 0.0422
H -3.17465 10.43233 -8.01432 0.0789 -0.0902 0.0240
Cl 0.02896 -4.36473 -0.96303 -0.4766 -0.1540 -0.4236
C -1.18443 -5.63156 -0.66030 -0.1000 -0.1172 0.0923
C -1.09573 -6.75633 -1.66627 0.0085 -0.0817 0.1633
Cl -1.59255 -6.23926 -3.29803 0.0329 0.0285 -0.0363
H -2.16845 -5.16530 -0.66665 0.0765 0.0098 -0.0774
H -0.99596 -6.01672 0.34274 0.0503 -0.0061 -0.0517
H -1.76387 -7.56633 -1.37367 -0.0234 0.0809 0.0095
H -0.08418 -7.15444 -1.73228 -0.0311 0.1131 -0.0395
Cl 3.09350 -3.89282 9.31281 0.1543 -0.1604 -0.0175
C 3.45303 -2.74169 7.99995 0.0163 0.2365 -0.1722
C 2.52803 -2.91788 6.81745 -0.0576 0.1168 0.0183
Cl 2.81166 -4.45454 5.95864 0.6702 -0.0269 0.7709
H 4.49591 -2.87036 7.71459 -0.0779 -0.1080 0.0298
H 3.33264 -1.74049 8.41484 -0.0921 -0.0357 -0.0188
H 2.69554 -2.11761 6.09563 0.0661 -0.0189 0.0500
H 1.48247 -2.89002 7.12098 0.1303 -0.0785 -0.0036
Cl -3.94217 2.53415 -7.27583 -0.2469 -0.1674 -0.1662
C -3.92713 1.38505 -5.91416 0.0492 -0.1308 0.1219
C -5.29489 0.79979 -5.64578 0.0762 -0.1275 -0.0167
Cl -6.43151 2.01433 -5.00794 -0.0113 0.0212 -0.0260
H -3.53458 1.90352 -5.03944 -0.0679 0.0409 -0.0664
H -3.23086 0.58915 -6.17954 -0.0653 -0.0002 -0.0128
H -5.21789 0.01308 -4.89525 0.0628 0.0699 0.0045
H -5.73011 0.37109 -6.54722 0.0183 0.1161 0.0179
```
Positions in Å, forces in eV/Å.

Output
- Structure (SMILES): CCCCCC[C@H](F)O[C@](CCCCCCCCOC)(COC)[C@@H](CNC)OC[C@@H](C)F.ClCCCl.ClCCCl.ClCCCl.ClCCCl.ClCCCl.ClCCCl.ClCCCl
- Molar mass: 1160.4 g mol⁻¹
- Frontier orbital gap: 0.332 Ha
- HOMO level: -0.314 hartree
- Lowest unoccupied orbital energy: 0.5 eV